Record 1
The following is a quantum chemistry calculation of a molecular structure, C47H38As2Cl2N2O2OsS in a non-equilibrium geometry, from the Open Molecules 2025 dataset.

XYZ file:
```
95
Properties=species:S:1:pos:R:3:forces:R:3:mulliken_spin:R:1
Os -0.47645 -0.54803 -0.84571 0.26 0.26 0.55 1.971
Cl -4.30428 -2.28433 -6.82163 -0.05 -0.05 -0.08 0.002
C -3.44713 -1.55986 -5.51700 0.09 -0.03 0.06 0.013
C -3.85005 -0.30970 -5.04021 0.03 0.04 0.04 -0.009
C -3.18103 0.30229 -4.00434 0.04 -0.10 -0.04 0.003
Cl -3.72674 1.83965 -3.45622 -0.02 0.03 0.01 0.002
C -2.07333 -0.30784 -3.37652 0.27 0.14 0.17 0.029
O -1.42782 0.32504 -2.41419 -0.46 0.03 -0.48 0.062
C -1.70093 -1.58672 -3.86368 -0.05 0.07 0.00 -0.002
C -0.61472 -2.31873 -3.30438 0.13 0.11 0.12 -0.029
O 0.01387 -2.04978 -2.26468 -0.10 -0.16 -0.25 0.065
C -2.37820 -2.19101 -4.94068 -0.07 0.04 -0.03 0.006
H -4.69787 0.18924 -5.49010 0.00 0.00 0.00 0.000
H -0.29051 -3.21504 -3.84274 -0.03 -0.03 -0.02 -0.002
H -2.05499 -3.15951 -5.29988 -0.01 -0.01 -0.01 0.000
C -1.18279 0.65414 2.46057 -0.02 -0.04 -0.04 0.037
C 0.20223 1.29593 2.53092 0.13 0.02 0.03 -0.008
As 1.24481 0.98672 0.88427 -0.52 0.24 -0.30 0.188
C 3.06479 0.79281 1.50423 -0.07 -0.09 0.05 0.045
C 4.09724 1.55747 0.97173 0.02 0.03 0.09 0.008
C 5.40299 1.33154 1.38326 0.06 -0.02 -0.01 -0.009
C 5.68196 0.33852 2.31211 0.05 -0.01 -0.04 0.012
C 4.65296 -0.43510 2.83370 0.05 -0.04 -0.02 -0.002
C 3.34745 -0.21426 2.42590 -0.02 -0.02 -0.04 -0.006
C 1.27928 2.70346 -0.00894 0.14 0.05 0.14 -0.011
C 1.07710 2.74083 -1.38410 0.03 -0.05 -0.04 0.069
C 1.13416 3.94426 -2.07275 -0.01 0.02 0.01 0.009
C 1.37581 5.12067 -1.38049 0.00 0.02 0.02 0.000
C 1.56472 5.09279 -0.00393 0.01 0.03 -0.01 0.000
C 1.52685 3.88762 0.68008 0.00 0.02 -0.02 -0.001
As -1.91549 0.81225 0.66669 0.01 -0.29 -0.24 0.058
C -3.69234 0.07726 0.68452 -0.03 0.08 0.09 -0.081
C -4.73528 0.81873 1.23226 -0.01 -0.01 -0.03 -0.001
C -6.01618 0.28922 1.25250 -0.02 -0.01 -0.01 0.000
C -6.25726 -0.97068 0.72072 -0.01 0.02 0.01 0.001
C -5.21845 -1.70684 0.16997 -0.01 0.01 0.01 0.010
C -3.93325 -1.18540 0.15114 0.06 -0.02 0.01 0.046
C -2.11666 2.71165 0.43910 -0.05 -0.06 0.10 0.005
C -2.11659 3.26388 -0.83516 0.06 0.01 0.03 -0.015
C -2.33326 4.62368 -0.99403 0.01 0.03 0.01 -0.001
C -2.54396 5.43085 0.11459 0.00 0.01 0.02 0.000
C -2.53037 4.88120 1.38911 0.01 0.04 0.00 0.000
C -2.31611 3.52137 1.55494 -0.03 0.02 -0.04 0.000
H -1.87552 1.08434 3.18342 0.04 0.03 0.02 0.002
H -1.12648 -0.41801 2.64384 0.00 0.00 0.00 -0.006
H 0.77249 0.87747 3.35998 0.03 0.03 0.01 0.004
H 0.14635 2.37517 2.67265 -0.04 0.00 0.01 0.001
H 3.88656 2.34604 0.25926 -0.02 0.01 0.01 0.001
H 6.20199 1.94666 0.99071 0.03 0.03 0.00 0.000
H 6.69900 0.17711 2.64283 0.04 0.02 0.03 0.000
H 4.86710 -1.20362 3.56392 0.00 -0.01 0.04 0.001
H 2.55106 -0.82931 2.83277 -0.02 0.02 -0.01 0.006
H 0.84651 1.83129 -1.93356 -0.03 -0.01 0.03 0.020
H 0.97096 3.96347 -3.14245 0.00 0.00 -0.01 0.001
H 1.41053 6.06332 -1.91032 0.00 0.00 0.00 0.000
H 1.74948 6.01173 0.53621 0.00 0.01 0.00 0.000
H 1.69857 3.87790 1.75066 -0.01 0.00 0.00 0.002
H -4.56071 1.81316 1.62538 0.01 0.00 0.00 0.001
H -6.82807 0.86455 1.67610 -0.01 0.00 0.00 0.000
H -7.25965 -1.37701 0.73204 -0.01 0.00 0.00 0.000
H -5.40743 -2.68755 -0.24587 0.00 0.00 0.00 0.001
H -3.12338 -1.77314 -0.26741 0.00 0.04 0.01 0.025
H -1.94383 2.63758 -1.69760 0.01 -0.04 0.00 0.016
H -2.33638 5.05348 -1.98734 0.00 0.00 -0.01 0.000
H -2.71862 6.49078 -0.01330 0.00 0.01 0.00 0.000
H -2.69156 5.50874 2.25521 0.00 0.01 0.00 0.000
H -2.31700 3.10890 2.55649 -0.01 -0.01 -0.01 0.000
N 7.18054 -1.61606 -2.02516 -0.56 -0.63 0.83 0.025
C 6.34144 -2.14401 -1.14160 0.04 1.16 -1.31 -0.066
S 6.85738 -3.20163 0.04113 0.08 -0.29 0.42 1.034
C 4.91058 -1.74094 -1.19039 0.12 -0.04 0.07 -0.047
C 3.92536 -2.58405 -0.68848 0.15 -0.06 0.04 -0.002
C 2.61004 -2.16104 -0.71470 -0.15 0.16 0.04 0.022
N 2.24372 -0.96727 -1.18379 0.19 -0.33 -0.25 0.089
C 3.18266 -0.16292 -1.67432 0.04 -0.14 0.02 0.000
C 4.52444 -0.50607 -1.70443 0.19 0.12 0.05 0.007
H 8.16427 -1.82486 -1.99671 0.24 0.00 -0.03 0.007
H 6.85103 -1.04483 -2.78624 -0.15 0.04 -0.09 -0.004
H 4.16836 -3.56337 -0.30554 -0.03 -0.13 0.03 0.009
H 1.81726 -2.78578 -0.32434 -0.06 -0.03 -0.02 0.000
H 2.86133 0.81123 -2.02485 0.02 -0.03 -0.04 0.004
H 5.23513 0.22438 -2.06565 0.05 0.01 0.01 -0.001
C -0.41302 -1.88997 0.56727 -0.33 -0.78 0.59 0.085
C -0.64643 -2.82252 1.34207 0.42 0.85 -0.69 0.155
C -0.92727 -3.85377 2.26616 -0.11 -0.25 0.24 0.024
C -0.19051 -5.04681 2.25695 -0.14 0.14 0.04 0.054
C -0.48155 -6.03919 3.17128 -0.07 -0.05 0.11 -0.028
C -1.50817 -5.85848 4.09249 -0.01 0.02 0.00 0.058
C -2.24912 -4.68116 4.10187 0.03 -0.15 0.06 -0.029
C -1.96382 -3.67909 3.19642 0.16 -0.05 -0.10 0.058
H 0.59904 -5.18295 1.52985 -0.01 0.02 -0.02 0.002
H 0.08613 -6.95925 3.16687 0.00 -0.03 0.02 -0.001
H -1.73483 -6.64111 4.80382 0.00 0.00 0.00 0.003
H -3.04985 -4.54933 4.81631 -0.01 -0.02 0.02 -0.001
H -2.54030 -2.76246 3.18910 0.02 0.00 -0.02 0.005
```
Forces are in eV/Å.

Multiplicity = 5
E_LUMO (spin up / spin down) = -0.2560 / -0.3481 hartree
ΔE to the lowest compared entry with this formula, charge and spin = 39.9 kcal per mole
Charge = +2
Electronic energy = -216437.77283 eV

=====

Record 2
The following is a quantum chemistry calculation of 4 unconnected molecules or ions with the total composition C47H39N2O10P2S in a non-equilibrium geometry, from the Open Molecules 2025 dataset.

XYZ file:
```
101
Properties=species:S:1:pos:R:3:forces:R:3:mulliken_charge:R:1
O 1.09997 0.50289 -1.66065 -0.36 -0.17 -0.03 -0.392
P 1.39619 0.22327 -3.09671 0.16 0.17 0.46 0.013
C 1.50537 1.84643 -3.96513 0.11 -0.07 -0.63 -0.271
C 1.19080 2.97344 -2.99493 0.35 -0.28 0.03 -0.903
N -0.20238 2.81782 -2.48871 -0.15 0.09 0.58 0.122
P -0.66867 4.32880 -1.57925 -0.35 0.82 0.06 0.650
O -1.01169 5.36304 -2.55228 -0.03 0.03 -0.29 -0.657
C -1.21244 2.49279 -3.58176 -0.47 0.02 -0.05 0.289
C -1.98617 1.20212 -3.29506 0.59 0.37 0.10 -0.656
S -2.87495 1.19332 -1.74720 -1.12 -0.24 0.28 1.245
O -3.36651 -0.12517 -1.52404 0.29 -0.37 -0.07 -0.590
O -3.79034 2.29316 -1.77348 0.29 0.55 -0.12 -0.608
C -0.61853 2.52727 -4.99914 0.08 -0.32 -0.11 -1.548
N 0.69632 1.84935 -5.18815 -0.23 0.57 0.61 -0.332
H 0.43054 -0.55133 -3.75258 0.11 0.03 -0.27 0.093
H 2.59865 -0.46310 -3.32051 0.00 0.00 -0.15 0.150
H 2.55079 1.98153 -4.24535 0.08 -0.12 -0.04 0.720
H 1.86035 2.91617 -2.14110 -0.04 0.04 0.16 0.485
H 1.30847 3.95294 -3.45492 -0.17 0.02 -0.17 0.500
H -0.15827 2.03830 -1.80762 0.30 -0.19 -0.25 -0.211
H -1.66009 3.89052 -0.69620 0.08 -0.19 -0.25 0.141
H 0.50724 4.56272 -0.86139 0.04 -0.35 0.13 0.145
H -1.95656 3.28902 -3.54350 0.06 0.15 -0.07 0.635
H -2.78954 1.18333 -4.03249 -0.16 -0.25 0.03 0.645
H -1.39974 0.29425 -3.38150 -0.01 -0.14 0.08 -0.099
H -1.98174 1.47623 -0.75533 0.31 -0.12 -0.23 -0.090
H -1.35126 2.01866 -5.62382 -0.05 0.02 -0.10 0.555
H -0.58681 3.55604 -5.35412 0.12 0.15 0.18 0.397
H 1.20947 2.40909 -5.85611 -0.09 -0.21 -0.32 0.368
C 2.39022 -0.11345 2.28358 -0.18 0.17 0.11 -0.857
C 2.00015 0.50683 1.10208 0.28 -0.11 0.21 -0.414
C 1.05498 1.51092 1.12907 0.07 -0.05 -0.12 0.455
C 0.46742 1.89733 2.31900 -0.10 0.13 0.07 -0.072
C 0.84192 1.26973 3.50837 0.00 -0.03 0.00 0.117
C 1.81195 0.27260 3.48609 -0.01 -0.03 -0.08 -0.177
C 0.19296 1.64870 4.79614 0.03 -0.07 0.12 0.344
O 0.51238 1.12082 5.83836 0.03 0.01 -0.05 -0.680
C -0.87092 2.69521 4.75809 0.03 -0.02 -0.09 0.131
C -1.52797 3.02743 5.93368 -0.04 0.03 0.06 -0.541
C -2.51161 4.00307 5.92556 -0.01 0.03 -0.05 -0.587
C -2.83959 4.65759 4.74402 -0.01 0.00 0.04 -0.615
C -2.19216 4.32869 3.56592 -0.06 0.04 0.03 -0.538
C -1.21197 3.34322 3.56500 0.07 -0.02 -0.09 0.295
C -0.54863 2.97973 2.29120 0.00 -0.09 0.26 0.252
O -0.83173 3.54004 1.23899 0.01 -0.03 -0.04 -0.534
H 3.13336 -0.89902 2.27100 0.01 0.00 0.02 0.460
H 2.43572 0.21779 0.16221 0.04 -0.08 -0.06 0.415
H 0.76139 1.99871 0.21253 0.00 0.03 0.01 0.297
H 2.10329 -0.20704 4.40848 -0.04 0.01 0.04 0.646
H -1.26745 2.51700 6.85020 0.06 -0.04 -0.03 0.508
H -3.02474 4.25607 6.84336 0.00 0.01 0.01 0.418
H -3.60387 5.42276 4.74329 -0.01 0.00 0.00 0.424
H -2.44499 4.83136 2.64306 0.02 -0.03 -0.03 0.448
C 7.25323 -5.17157 6.40322 0.03 0.01 0.02 -0.498
C 8.16561 -4.77932 7.37683 -0.03 -0.01 -0.02 -0.482
C 7.93142 -3.64336 8.13224 0.07 -0.08 0.00 -0.533
C 6.78714 -2.88813 7.91147 -0.09 0.04 -0.05 0.150
C 5.88017 -3.27115 6.92031 0.00 0.07 0.06 0.107
C 6.11407 -4.41964 6.17445 0.06 -0.09 -0.04 -0.532
C 4.66676 -2.45524 6.63595 -0.07 -0.06 -0.09 0.600
O 3.87679 -2.78444 5.77315 0.03 0.05 -0.04 -0.693
C 4.45742 -1.21434 7.43251 0.09 -0.04 0.04 0.020
C 3.35922 -0.41296 7.15431 -0.07 0.09 -0.03 -0.478
C 3.13997 0.74269 7.87972 0.01 0.09 0.09 -0.536
C 4.01407 1.09919 8.90181 0.01 -0.05 -0.04 -0.578
C 5.11176 0.30417 9.18705 -0.06 0.10 0.02 -0.639
C 5.34261 -0.85018 8.44889 -0.01 -0.05 -0.06 0.308
C 6.54641 -1.67674 8.74790 0.09 0.02 0.10 0.619
O 7.30845 -1.37200 9.63939 0.00 0.01 -0.01 -0.648
H 7.43485 -6.06473 5.82034 0.00 -0.01 0.00 0.398
H 9.06010 -5.36343 7.54698 0.00 -0.01 0.01 0.410
H 8.63243 -3.33409 8.89481 -0.05 0.06 0.04 0.479
H 5.40129 -4.71550 5.41750 -0.05 0.06 0.01 0.478
H 2.67740 -0.69790 6.36767 -0.02 -0.10 0.04 0.679
H 2.28450 1.36223 7.64763 -0.02 -0.01 0.01 0.474
H 3.83909 2.00016 9.47471 0.00 0.00 0.01 0.409
H 5.79799 0.57409 9.97757 0.06 -0.06 -0.01 0.491
C -5.17814 -4.38320 -4.06977 0.01 0.04 -0.01 -0.531
C -4.94676 -3.05341 -3.73137 -0.03 -0.06 -0.01 -0.536
C -4.82605 -2.10071 -4.72751 0.08 0.01 0.22 -0.806
C -4.91469 -2.46973 -6.06163 -0.01 0.02 -0.11 0.310
C -5.12873 -3.80578 -6.40101 0.01 0.06 -0.04 0.346
C -5.27020 -4.75847 -5.40004 0.01 -0.04 0.11 -0.601
C -5.19278 -4.23055 -7.82923 -0.04 -0.12 -0.03 0.550
O -5.38509 -5.38838 -8.12719 0.01 0.00 0.00 -0.642
C -5.00437 -3.18550 -8.87683 0.02 0.07 0.08 0.171
C -5.00984 -3.56285 -10.21287 0.00 0.00 -0.11 -0.552
C -4.84746 -2.60745 -11.20148 0.00 0.04 0.01 -0.484
C -4.68543 -1.26897 -10.86085 0.00 -0.03 -0.01 -0.490
C -4.67377 -0.88691 -9.53065 0.02 0.03 -0.10 -0.540
C -4.82578 -1.84238 -8.53335 -0.03 -0.07 0.04 0.169
C -4.78117 -1.41817 -7.10819 0.03 0.13 0.03 0.607
O -4.62558 -0.25051 -6.80166 0.10 -0.02 0.00 -0.703
H -5.28457 -5.12810 -3.29261 0.00 -0.01 0.01 0.400
H -4.86645 -2.76096 -2.69258 -0.01 0.01 0.00 0.495
H -4.65522 -1.06272 -4.47746 -0.06 0.03 -0.04 0.586
H -5.44710 -5.78998 -5.67095 0.01 0.01 -0.08 0.495
H -5.14005 -4.60476 -10.46988 -0.02 -0.03 0.08 0.483
H -4.84910 -2.90441 -12.24160 -0.01 0.00 -0.01 0.405
H -4.56626 -0.52411 -11.63624 0.00 0.00 -0.01 0.403
H -4.54664 0.15125 -9.25768 -0.01 -0.01 0.08 0.473
```
Forces are in eV/Å.

E_LUMO = -0.1292 hartree
Charge = +1
Electronic energy = -102234.37226 eV